Density functional theory data (the ωB97M-V functional and the def2-TZVPD basis) for a structure of composition C37H52N17PRbSSi.

Values from the calculation:
E_LUMO: 0.64 eV
Energy: -93200.695 eV
Net charge: -1

XYZ file:
```
110
Properties=species:S:1:pos:R:3:forces:R:3:lowdin_charge:R:1
Rb 0.287 -0.545 0.674 0.1 -0.1 0.0 0.598
C 3.188 -3.254 1.659 0.0 0.0 0.0 -0.109
C 3.141 -3.451 0.285 0.0 0.0 0.0 -0.103
C 3.267 -2.352 -0.547 0.0 0.0 0.0 -0.088
C 3.410 -1.066 -0.002 0.0 0.0 0.0 -0.296
C 3.431 -0.805 1.386 0.1 -0.1 -0.1 -0.125
C 3.335 -1.968 2.171 -0.1 0.0 0.0 -0.172
C 3.468 0.060 -0.968 0.0 0.0 0.0 -0.244
C 4.120 -0.135 -2.233 0.0 0.0 0.0 0.003
C 4.149 0.858 -3.152 0.0 0.0 0.0 -0.032
C 3.521 2.096 -2.857 0.0 0.0 0.1 -0.189
C 3.471 3.178 -3.763 0.0 0.0 0.0 -0.066
C 2.843 4.348 -3.420 0.0 0.0 0.0 -0.117
C 2.238 4.470 -2.151 0.0 0.0 0.0 -0.098
C 2.272 3.432 -1.258 0.0 0.1 0.0 -0.043
C 2.922 2.217 -1.581 0.0 0.0 0.0 -0.239
N 2.909 1.212 -0.663 0.0 0.0 0.0 0.172
H 3.075 -4.102 2.327 0.0 0.0 0.0 0.092
H 2.965 -4.432 -0.137 0.0 0.0 0.0 0.098
H 3.166 -2.503 -1.617 0.0 0.0 0.0 0.089
H 3.328 -1.863 3.257 0.0 0.0 0.0 0.071
H 4.596 -1.085 -2.430 0.0 0.0 0.0 0.112
H 4.643 0.725 -4.110 0.0 0.0 0.0 0.113
H 3.947 3.068 -4.732 0.0 0.0 0.0 0.107
H 2.816 5.179 -4.116 0.0 0.0 0.0 0.091
H 1.724 5.387 -1.886 0.0 0.0 0.0 0.099
H 1.763 3.497 -0.307 0.0 0.0 0.0 0.060
C -6.077 2.512 1.552 0.0 0.0 0.0 -0.197
Si -4.398 2.844 0.761 0.0 0.0 0.0 0.496
C -4.250 4.703 0.548 0.0 0.0 0.0 -0.192
C -4.417 2.002 -0.916 0.0 0.0 0.0 -0.190
C -3.088 2.163 1.916 0.0 0.0 0.0 -0.256
C -3.445 1.588 3.124 0.0 0.0 0.0 -0.091
C -2.484 1.065 3.985 0.0 0.0 0.0 -0.079
C -1.170 1.148 3.581 0.0 0.0 0.0 -0.183
N -0.779 1.699 2.429 0.0 0.0 0.1 -0.060
C -1.704 2.195 1.585 0.0 0.0 0.0 -0.782
S -1.137 2.844 0.073 0.0 0.0 -0.1 0.558
H -6.870 2.900 0.907 0.0 0.0 0.0 0.024
H -6.177 3.000 2.525 0.0 0.0 0.0 0.025
H -6.254 1.443 1.688 0.0 0.0 0.0 0.034
H -5.026 5.083 -0.122 0.0 0.0 0.0 0.023
H -3.271 4.952 0.140 0.0 0.0 0.0 -0.006
H -4.360 5.208 1.512 0.0 0.0 0.0 0.025
H -5.334 2.246 -1.458 0.0 0.0 0.0 0.029
H -4.357 0.916 -0.812 0.0 0.0 0.0 0.043
H -3.552 2.339 -1.485 0.0 0.0 0.0 -0.033
H -4.491 1.518 3.401 0.0 0.0 0.0 0.089
H -2.755 0.561 4.903 0.0 0.0 0.0 0.094
H -0.367 0.724 4.181 0.0 0.0 0.0 0.099
N -0.501 -4.614 -0.314 0.0 0.0 0.0 0.117
C -0.012 -3.901 -1.385 0.0 0.0 0.0 -0.497
N 0.476 -4.510 -2.473 0.0 0.0 0.0 0.010
N 0.864 -3.505 -3.267 0.0 0.0 0.0 -0.103
N 0.626 -2.376 -2.677 0.0 0.0 -0.1 -0.225
N 0.064 -2.579 -1.472 0.0 0.1 0.0 -0.037
C -1.283 -4.113 0.726 0.0 0.0 0.0 -0.532
N -2.048 -4.917 1.456 -0.1 0.0 0.0 -0.020
N -2.599 -4.096 2.369 0.1 0.0 0.1 -0.155
N -2.175 -2.885 2.188 -0.1 0.0 -0.1 -0.150
N -1.328 -2.851 1.132 0.0 0.0 0.1 -0.112
H -0.610 -5.599 -0.479 0.0 0.0 0.0 0.118
N 1.295 3.659 6.233 0.0 0.0 0.0 0.227
C 1.861 3.522 4.825 0.0 0.0 0.0 -0.316
C 2.142 4.872 4.210 0.0 0.0 0.0 -0.122
C 2.320 4.605 2.694 0.0 0.0 0.1 -0.361
N 0.998 4.283 2.175 0.2 0.0 0.0 0.058
C 3.407 3.533 2.474 0.0 0.0 0.0 -0.093
C 3.310 2.266 3.351 0.0 0.0 0.0 -0.381
N 2.298 1.292 3.020 0.0 0.0 -0.1 0.045
C 3.104 2.669 4.828 0.0 0.0 0.0 -0.120
H 0.433 4.206 6.217 0.0 0.0 0.0 0.166
H 1.967 4.114 6.850 0.0 0.0 0.0 0.163
H 1.089 2.730 6.602 0.0 0.0 0.0 0.167
H 1.062 3.021 4.270 0.0 0.0 0.0 0.132
H 3.041 5.313 4.658 0.0 0.0 0.0 0.119
H 1.301 5.560 4.331 0.0 0.0 0.0 0.114
H 2.675 5.532 2.236 0.0 0.0 0.0 0.135
H 0.697 4.887 1.424 0.0 0.0 0.0 0.054
H 0.907 3.335 1.825 -0.2 0.0 0.0 -0.001
H 4.376 4.007 2.677 0.0 0.0 0.0 0.116
H 3.415 3.223 1.428 0.0 0.0 0.0 0.104
H 4.271 1.748 3.269 0.0 0.0 0.0 0.138
H 1.479 1.672 2.556 0.0 0.0 0.0 0.009
H 2.756 0.590 2.356 -0.1 -0.1 0.0 0.000
H 3.952 3.236 5.235 0.0 0.0 0.0 0.119
H 2.967 1.746 5.394 0.0 0.0 0.0 0.118
C -2.305 1.508 -4.302 0.0 0.0 0.0 -0.125
N -0.965 2.224 -4.425 0.0 0.0 0.0 -0.072
C -0.279 1.721 -5.687 0.0 0.0 0.0 -0.136
N -0.126 0.312 -5.667 0.0 0.0 0.0 -0.145
C -1.425 -0.339 -5.486 0.0 0.0 0.0 -0.160
N -2.126 0.103 -4.286 0.0 0.0 0.0 -0.138
C -1.461 -0.368 -3.053 0.0 0.1 0.0 -0.284
P 0.321 0.160 -2.900 0.0 0.0 0.1 1.036
C -0.100 1.969 -3.214 0.0 0.1 0.0 -0.272
C 0.851 -0.140 -4.654 0.0 0.0 0.0 -0.297
H -2.894 1.819 -5.170 0.0 0.0 0.0 0.136
H -2.769 1.856 -3.381 0.0 0.0 0.0 0.116
H -1.133 3.226 -4.512 0.0 0.0 0.0 0.174
H 0.688 2.222 -5.736 0.0 0.0 0.0 0.135
H -0.913 2.031 -6.522 0.0 0.0 0.0 0.133
H -1.267 -1.414 -5.422 0.0 0.0 0.0 0.139
H -2.049 -0.115 -6.357 0.0 0.0 0.0 0.127
H -1.519 -1.451 -3.007 0.0 0.0 0.0 0.075
H -2.003 0.031 -2.191 0.0 0.0 0.0 0.089
H 0.809 2.553 -3.360 0.0 0.0 0.0 0.062
H -0.630 2.356 -2.341 0.0 0.0 0.0 -0.002
H 1.020 -1.208 -4.777 0.0 0.0 0.0 0.069
H 1.797 0.380 -4.830 0.0 0.0 0.0 0.078
```
Positions in Å, forces in eV/Å.